Computed, not measured: a cluster of 2 separate species, C3HCl3O2 in total, with wB97M-V/def2-TZVPD.

Calculated values
Structure (SMILES): ClC=C(Cl)Cl.O=C=O
Energy relative to the best compared isomer or geometry (same formula, charge and spin), eV: 0.000
Net charge: 0
HOMO-LUMO gap, Ha: 0.358
Lowest unoccupied orbital energy, eV: 0.501

Atoms and positions in Å:
H: -0.42 0.32 -0.20
C: 0.48 -0.17 -0.65
O: -0.84 -1.71 0.96
C: 1.72 -0.07 -0.07
Cl: 0.12 -1.32 -1.77
O: 0.85 -2.80 2.04
Cl: 3.00 -1.07 -0.28
C: 0.01 -2.23 1.49
Cl: 1.85 1.28 1.08



Computed, not measured: a cluster of 4 separate species, C7H23N3O7P in total, with wB97M-V/def2-TZVPD.

Calculated values
Net charge: -1
HOMO-LUMO gap, Ha: 0.147
Lowest unoccupied orbital energy, eV: 1.557

Atoms and positions in Å:
C: -1.67 -0.92 -0.98
H: -2.17 0.66 -2.77
H: 0.35 -1.63 -0.98
O: -1.63 -4.12 -2.54
O: 2.70 -0.37 -0.79
N: 1.05 1.65 5.67
N: -1.69 -4.09 -3.74
H: 0.15 0.94 7.41
O: -2.57 -3.57 -4.41
H: 0.80 2.23 2.70
C: 1.98 0.17 -1.91
C: 1.16 1.09 7.04
H: 0.34 -4.26 -4.17
H: -3.46 0.49 -0.08
H: -3.86 -0.34 -1.95
H: 1.72 1.79 7.66
H: 0.06 1.06 -2.32
O: 2.33 2.22 0.62
H: -0.75 -4.65 -5.54
H: 2.10 -0.52 -2.75
H: 0.44 0.83 -0.61
H: -1.82 1.52 -0.84
P: -2.80 0.57 -1.42
H: 0.61 4.01 2.61
C: 0.51 0.38 -1.60
O: 1.09 3.94 0.26
H: -0.26 -1.37 -2.60
C: -0.58 -4.76 -4.47
C: 1.28 3.17 2.44
H: 2.95 0.37 -0.22
H: -3.67 1.73 -1.76
H: -0.57 -5.80 -4.17
H: -2.20 -1.80 -1.36
H: 2.44 1.12 -2.20
N: 1.59 3.11 0.98
O: 0.46 0.98 4.86
H: -1.62 -1.02 0.11
O: 1.56 2.74 5.46
H: 1.68 0.14 6.96
H: 2.21 3.29 2.97
C: -0.26 -0.95 -1.58



Computed, not measured: a cluster of 4 separate species, C3H14O4 in total, with wB97M-V/def2-TZVPD.

Calculated values
Structure (SMILES): CCCO.O.O.O
Energy relative to the best compared isomer or geometry (same formula, charge and spin), eV: 1.199
Net charge: 0
HOMO-LUMO gap, Ha: 0.369
Lowest unoccupied orbital energy, eV: 0.339

Atoms and positions in Å:
H: -0.67 0.52 -0.92
H: -2.90 2.10 1.50
H: 1.26 -0.07 0.96
O: 2.83 -1.80 1.06
H: -3.67 0.86 0.55
O: 0.11 -2.19 -0.74
C: -1.45 0.55 1.02
O: 1.15 0.22 -2.83
C: -2.72 1.37 0.70
H: -2.52 1.93 -0.22
H: 1.72 0.42 -2.09
H: 2.73 -2.13 1.95
H: -1.48 -0.55 1.02
H: -1.18 0.84 2.03
C: -0.34 0.95 0.02
H: 3.52 -1.15 1.23
H: 0.92 -2.42 -0.25
H: 0.38 -2.43 -1.63
H: -0.32 2.04 0.00
O: 0.99 0.54 0.26
H: 1.63 0.39 -3.62



Computed, not measured: a structure of composition C19H24N3O5PRuS, with wB97M-V/def2-TZVPD.

Calculated values
2S+1: 6
Energy relative to the best compared isomer or geometry (same formula, charge and spin), eV: 0.229
Net charge: +3
HOMO-LUMO gap (alpha / beta), Ha: 0.263 / 0.182
Lowest unoccupied orbital energy (alpha / beta), eV: -10.436 / -14.256

Atoms and positions in Å:
C: -3.01 1.62 0.07
C: -3.60 2.66 -0.65
N: -1.32 0.12 0.63
H: -0.35 3.19 -0.55
H: -4.54 4.60 -0.50
C: 0.07 2.74 -1.46
H: 3.68 1.77 -0.77
H: 0.71 -3.38 3.10
O: -2.95 -0.83 2.44
H: 1.82 -4.75 -1.74
H: 3.61 -0.97 0.00
C: 1.04 1.04 1.87
H: 2.51 -3.02 0.96
C: -0.82 -2.90 1.00
C: 0.81 -2.36 2.71
H: -3.63 2.63 3.28
C: -3.62 2.68 2.18
C: 1.71 0.45 -2.37
H: 1.71 -1.36 -4.45
H: 2.86 3.15 -1.50
O: -1.93 0.14 -1.60
H: 3.17 0.48 0.27
H: 2.76 2.93 0.27
H: -1.54 -2.42 1.68
C: 1.50 -2.80 -0.93
C: 1.55 -0.94 -2.35
H: 1.91 -3.85 -4.12
O: 1.37 1.86 2.62
O: -1.19 0.79 3.12
P: 1.25 1.43 -0.96
O: 3.23 -0.43 0.72
H: -0.73 2.28 -2.05
H: -3.57 2.62 -1.74
N: 0.53 -2.36 1.26
C: -3.06 1.63 1.46
C: 1.72 -3.69 -1.98
Ru: 0.70 -0.19 0.51
C: -4.16 3.74 1.45
H: 1.86 0.94 -3.34
C: -2.08 0.57 -0.45
N: 1.25 -1.50 -1.13
C: 2.79 2.41 -0.70
H: 0.58 3.50 -2.07
C: 1.69 -1.81 -3.46
C: 1.78 -3.18 -3.28
H: 1.27 -4.27 0.64
H: 1.83 -1.99 2.86
S: -2.12 0.31 2.14
H: 0.10 -1.69 3.20
C: -4.16 3.74 0.05
H: -4.60 4.58 1.99
H: -0.80 -3.98 1.22
C: 1.52 -3.20 0.52
H: -1.11 -2.74 -0.04



Computed, not measured: a cluster of 6 separate species, C4H20N2O7 in total, with wB97M-V/def2-TZVPD.

Calculated values
Structure (SMILES): CNCC(=O)NCO.O.O.O.O.O
Energy relative to the best compared isomer or geometry (same formula, charge and spin), eV: 1.854
Net charge: 0
HOMO-LUMO gap, Ha: 0.331
Lowest unoccupied orbital energy, eV: -0.092

Atoms and positions in Å:
H: -4.01 -0.89 -0.28
O: 1.62 0.21 1.62
H: 2.50 0.42 1.95
H: 0.17 2.94 -1.84
H: -3.16 1.17 0.93
H: 1.25 -1.93 -1.73
N: -2.72 0.69 0.18
O: 0.51 -2.37 -1.28
H: -0.30 1.32 3.79
H: 1.05 -2.52 0.35
C: 0.64 2.07 -2.34
C: -0.50 0.37 -0.96
H: -0.23 2.61 2.91
O: 1.77 -2.41 1.00
H: 1.12 0.65 2.33
H: 1.63 2.27 -2.78
H: 1.70 -1.52 1.39
C: -2.96 -0.73 -0.07
H: 0.00 1.63 -3.11
H: -2.18 -1.45 1.73
O: -1.34 2.45 0.04
O: 3.36 -1.80 -1.18
H: 1.17 1.22 -0.38
H: -2.32 -1.20 -0.78
O: -2.95 -1.53 1.15
H: -0.22 -0.50 -0.27
H: -0.36 -2.17 -1.61
N: 0.76 0.95 -1.25
H: 3.22 -0.92 -0.76
H: 3.06 -2.27 -0.36
O: 0.27 2.04 3.52
H: -1.08 -0.06 -1.74
C: -1.47 1.28 -0.19



Computed, not measured: a structure of composition C6H9N, with wB97M-V/def2-TZVPD.

Calculated values
Energy relative to the best compared isomer or geometry (same formula, charge and spin), eV: 3.741
Net charge: 0
HOMO-LUMO gap, Ha: 0.368
Lowest unoccupied orbital energy, eV: 1.021

Atoms and positions in Å:
H: -1.92 -1.02 1.27
N: -1.20 0.85 0.12
C: 0.18 1.33 -0.02
H: 0.46 1.89 0.90
C: 2.23 -0.18 -0.05
H: -2.14 -0.84 -1.08
H: 0.13 2.00 -0.87
H: -0.53 -0.19 1.95
C: -1.02 -0.24 0.96
C: -1.24 -0.17 -0.96
H: 2.70 -1.22 -0.03
H: -0.94 0.09 -1.98
C: -0.22 -0.95 -0.05
H: -0.14 -2.08 -0.13
C: 0.89 -0.03 -0.18
H: 2.76 0.77 0.15



Short version: largest force on an atom = 4.18; 0.70; 1.36; 7.75; 3.75; 7.75 eV Å⁻¹, in the order given.